Molecular formula: C16H50B3I2O14P
Method: DFT, wB97M-V/def2-TZVPD

Orbital gap   0.33428 Eh
E_LUMO   -0.58 eV

Positions of all 86 atoms, in Å:
O 3.38924 -2.68099 2.96478
P 2.63253 -2.04516 1.83756
O 2.73837 -3.03029 0.49500
O 3.29440 -0.55705 1.54267
B 0.77886 -1.96760 2.34741
O 0.19158 -3.18524 2.74907
B -0.78529 -3.41912 1.75008
I -0.74300 -5.17785 0.47489
O -1.76298 -2.40769 1.60267
B -1.16136 -1.14145 1.58190
I -1.99316 0.38426 0.28395
O -0.01913 -0.81713 2.34610
H 1.84299 -3.10257 0.15265
H 3.56627 -0.55986 0.61034
C 7.22270 -0.49201 0.23226
C 6.47342 -0.09848 -1.02664
O 5.12830 0.27752 -0.72771
H 6.72007 -1.32089 0.73253
H 8.24664 -0.78998 0.00167
H 7.25364 0.34058 0.93921
H 6.42689 -0.93669 -1.72069
H 6.97185 0.73666 -1.52872
H 5.16449 1.02591 -0.12528
C -4.29537 -4.17541 -3.10834
C -3.11302 -3.34565 -2.65211
O -2.00640 -4.18430 -2.32403
H -4.59032 -4.87954 -2.32785
H -5.15213 -3.54368 -3.35332
H -4.01866 -4.75783 -3.98936
H -3.36331 -2.77390 -1.75813
H -2.81064 -2.64186 -3.43526
H -1.77939 -4.68398 -3.11393
C -3.57057 2.06918 5.34526
C -3.66610 1.73317 3.86898
O -2.79606 2.55297 3.09347
H -3.82149 3.11645 5.51520
H -4.24720 1.44802 5.93438
H -2.55098 1.91931 5.70989
H -4.67860 1.90272 3.50359
H -3.40993 0.68055 3.69630
H -1.89994 2.39920 3.40172
C 3.41379 3.35765 1.48119
C 2.93579 3.29415 2.91900
O 2.14065 2.13320 3.14088
H 2.57116 3.36393 0.79336
H 4.01404 4.25013 1.30258
H 4.01773 2.47540 1.24461
H 2.31879 4.15985 3.15809
H 3.78982 3.28030 3.60578
H 2.68399 1.36591 2.93234
C 0.56576 4.90835 -1.99756
C 1.68653 5.81165 -1.51518
O 2.81801 5.05205 -1.10766
H 0.27001 4.21460 -1.20891
H -0.30770 5.48996 -2.29898
H 0.89496 4.30829 -2.85046
H 1.36047 6.39470 -0.65398
H 1.98746 6.50799 -2.30626
H 3.11968 4.53847 -1.86626
C -7.70633 -0.72795 7.73712
C -6.58637 0.05237 7.07461
O -6.32688 1.27063 7.76809
H -8.61879 -0.13149 7.76733
H -7.91049 -1.65576 7.19971
H -7.44668 -0.97444 8.76957
H -6.85803 0.30964 6.05121
H -5.66689 -0.54295 7.04600
H -6.07627 1.04449 8.66530
C -3.24737 -5.85544 -7.76626
C -2.27164 -6.19771 -6.65622
O -2.88790 -6.07813 -5.37313
H -3.62573 -4.84020 -7.64096
H -2.77178 -5.93474 -8.74503
H -4.10926 -6.52679 -7.74340
H -1.42351 -5.51430 -6.67032
H -1.89173 -7.21721 -6.77688
H -3.62934 -6.68679 -5.34836
C 3.96279 3.45398 -5.44369
C 4.92740 3.21630 -4.29710
O 4.27323 3.35193 -3.03602
H 3.52374 4.45006 -5.37167
H 4.46743 3.36171 -6.40663
H 3.14043 2.73473 -5.41206
H 5.73462 3.94682 -4.32009
H 5.36757 2.21645 -4.36283
H 3.56956 2.69798 -3.00307

=====

Molecular formula: C16H50N2O8
Method: DFT, wB97M-V/def2-TZVPD

Energy relative to the best compared isomer or geometry (same formula, charge and spin)   0.0000 eV
Orbital gap (spin up / spin down)   0.32777 / 0.11852 Eh
Multiplicity   2
Net charge   +1
<S²>   0.757
E_LUMO (spin up / spin down)   -2.73 / -8.42 eV

Positions of all 76 atoms, in Å:
O -0.71390 -0.34550 0.07211
H -0.00581 -0.08741 0.66223
H -0.27682 -0.53800 -0.75743
O 0.32881 -1.43077 -2.20703
H 0.99271 -1.33641 -2.89009
H -0.29671 -2.06031 -2.56567
C 1.02897 -0.98255 3.27683
C 1.71533 0.26396 2.81954
O 1.37688 0.61596 1.51421
H -0.03086 -0.81374 3.46751
H 1.34124 -1.32974 4.26174
H 1.27761 -1.77073 2.56615
H 2.79131 0.09001 2.80894
H 1.45263 1.02961 3.54951
H 2.13709 1.05481 1.12552
C -5.13488 0.88142 1.62796
C -3.83988 0.07022 1.38816
O -3.45713 0.09661 0.02694
H -4.97469 1.93037 1.37868
H -5.44838 0.80972 2.66943
H -5.94948 0.41056 1.07766
H -3.85193 -0.94212 1.79203
H -3.09107 0.52206 2.03874
H -2.55742 -0.20762 -0.11295
C -2.43434 -4.97146 0.68220
C -1.91609 -3.66313 0.03054
O -1.51488 -2.78511 1.08022
H -3.34131 -4.87000 1.27822
H -1.69076 -5.38592 1.36295
H -2.69834 -5.76214 -0.02009
H -2.72598 -3.19579 -0.52962
H -1.02742 -3.84896 -0.57265
H -1.25352 -1.97660 0.63345
C -1.59514 1.29066 -4.02826
C -2.99713 1.64491 -4.62377
O -3.94280 0.57604 -4.32670
H -0.87716 2.09225 -4.20164
H -1.18087 0.43529 -4.56195
H -1.57923 0.96720 -2.98748
H -2.95636 1.75216 -5.70771
H -3.41741 2.51392 -4.11751
H -3.91862 0.34259 -3.39584
C 3.10463 -1.56820 -0.41041
C 4.51531 -1.93583 -0.09579
C 5.45891 -1.66935 -1.33151
O 6.83135 -1.81278 -0.98100
C 7.70435 -1.67060 -2.16455
N 5.05927 -1.19562 1.05594
H 2.86270 -0.52932 -0.63471
H 2.45761 -1.75653 0.44633
H 2.78563 -2.20385 -1.23642
H 4.56541 -2.98570 0.19294
H 5.33100 -0.62004 -1.59736
H 5.07767 -2.18535 -2.21269
H 7.65482 -0.65480 -2.55674
H 7.56044 -2.29345 -3.04740
H 8.70763 -1.98886 -1.88128
H 6.05568 -1.15395 0.89611
H 4.86500 -0.21314 0.92527
C -2.77901 3.67152 2.26073
C -1.46581 2.90686 1.82918
C -0.61640 3.79173 0.87884
O -1.28153 4.15824 -0.29339
C -1.47179 3.04885 -1.13839
N -0.71300 2.58470 3.01393
H -3.51636 3.81129 1.47024
H -2.57862 4.67214 2.64375
H -3.28451 3.17461 3.08877
H -1.71105 1.95548 1.35711
H 0.32357 3.29910 0.63013
H -0.36407 4.67336 1.46804
H -1.60388 3.46349 -2.13774
H -2.37199 2.49589 -0.87011
H -0.72095 2.25985 -1.18133
H -0.21708 3.40039 3.34376
H 0.02886 1.98359 2.68468

=====

Molecular formula: C16H51ClI2O11Si
Method: DFT, wB97M-V/def2-TZVPD

Orbital gap   0.30093 Eh
E_LUMO   -0.07 eV

Positions of all 82 atoms, in Å:
C 2.66800 0.56576 1.07998
C 2.51012 -1.00502 1.43418
I 2.45450 -2.07625 -0.47387
C 3.85835 -1.45976 2.21961
I 5.57088 -1.58186 0.82565
Si 3.66014 -3.06730 3.22211
Cl 1.72560 -3.02009 4.17734
C 3.71029 -4.68430 2.24499
C 5.13178 -5.51409 2.59635
C 6.31993 -5.42242 1.41110
O 6.31102 -4.65807 2.83633
H 1.86502 1.20770 1.56491
H 2.52162 0.68038 -0.04111
H 3.69581 0.95699 1.30789
H 1.57587 -1.20356 2.03130
H 4.11431 -0.63090 2.96227
H 4.65937 -3.12254 4.31174
H 2.94113 -5.43908 2.62292
H 3.59344 -4.64357 1.13534
H 5.02863 -6.52686 3.17842
H 5.50112 -5.10891 0.67205
H 6.98592 -4.56386 1.12141
C 0.25058 3.37275 -0.32311
O 0.08746 1.96946 -0.46391
H 0.91104 3.56558 0.52204
H 0.69638 3.78761 -1.23147
H -0.71962 3.84345 -0.13746
H -0.49848 1.82697 -1.21596
C -3.06099 1.11995 -3.39497
O -2.08781 2.03278 -2.89666
H -2.61523 0.12811 -3.46038
H -3.91628 1.08823 -2.71595
H -3.38500 1.43770 -4.38815
H -2.50946 2.90202 -2.85001
C -1.29618 2.27531 -6.36824
O -0.24502 3.07305 -5.84355
H -1.21125 2.24609 -7.45312
H -1.21678 1.25995 -5.97186
H -2.25948 2.71160 -6.09124
H -0.34677 3.07844 -4.88453
C -3.59476 3.00050 0.76857
O -3.68234 1.91439 -0.14479
H -4.53917 3.08436 1.30529
H -2.78820 2.81931 1.48343
H -3.40582 3.92954 0.22323
H -2.83542 1.86182 -0.60595
C 2.94828 -8.15760 5.10731
O 4.28822 -8.26833 4.64236
H 2.35302 -7.65834 4.34344
H 2.53626 -9.15272 5.29192
H 2.92194 -7.56811 6.02722
H 4.79393 -8.71124 5.33175
C 5.12212 1.98808 4.44521
O 4.36984 2.18370 3.25345
H 4.53039 1.39054 5.13806
H 6.05114 1.45973 4.21527
H 5.34848 2.95366 4.90427
H 4.91229 2.71351 2.65898
C -2.70343 1.22604 -9.92243
O -3.39277 0.86376 -8.73273
H -1.67101 1.46446 -9.66970
H -2.71806 0.39200 -10.62865
H -3.17586 2.10265 -10.37317
H -4.29996 0.65831 -8.98116
C -1.01290 5.89523 -4.00212
O -2.24400 5.47322 -3.41933
H -0.92982 5.46235 -4.99809
H -0.99405 6.98509 -4.07900
H -0.17725 5.54983 -3.38725
H -2.29434 5.86734 -2.54188
C -4.51518 -1.59076 1.50376
O -5.06620 -0.35816 1.94770
H -4.49964 -2.28896 2.34002
H -5.13029 -2.00361 0.70035
H -3.49445 -1.43293 1.14597
H -5.06851 0.24093 1.19098
C -6.60775 0.94922 5.30415
O -6.69485 -0.13381 4.39206
H -7.55241 1.03191 5.84120
H -5.80087 0.76890 6.02007
H -6.41991 1.87925 4.75975
H -5.84664 -0.18645 3.92809